## i
# C6H13NO4

A structure of composition C6H13NO4 (ωB97M-V/def2-TZVPD, the OMol25 dataset).

## Properties
LUMO energy (eV): 0.34
Total charge: 0
2S+1: 1

```
24
Properties=species:S:1:pos:R:3:lowdin_charge:R:1
C -0.67 -2.37 0.23 -0.2010
C -0.51 -0.84 -0.06 -0.3274
C -0.92 1.24 0.82 -0.1385
C -0.21 1.63 -0.48 -0.3603
C 1.07 0.96 -0.60 -0.1686
C 0.96 -0.58 -0.15 -0.2691
H 0.96 -2.20 1.50 0.2086
H -0.17 -2.90 -0.58 0.0850
H -1.87 -2.98 0.62 0.2105
H -1.01 -0.82 -0.95 0.1131
H -1.86 -0.40 1.38 0.1054
H -2.07 1.75 0.45 0.2214
H -0.42 1.47 1.51 0.0088
H -1.04 1.35 -1.51 0.2342
H 0.38 3.33 -1.25 0.1526
H 2.17 1.38 -0.13 0.2286
H 1.19 1.45 -2.54 -0.1017
H 1.32 -1.25 -1.18 0.2331
H 0.83 -0.42 1.60 0.0574
N -0.96 -0.14 1.15 0.0162
O -0.10 -2.85 1.52 -0.2393
O -0.13 3.09 -0.36 -0.0679
O 1.46 0.83 -2.10 0.0105
O 1.60 -0.70 1.11 -0.0115
```



## ii
# C6H13NO4

A cluster of 2 separate species, C6H13NO4 in total (ωB97M-V/def2-TZVPD, the OMol25 dataset).

## Properties
Structure (SMILES): C/C(O)=[N+](\[O-])O.CCC(C)=O
LUMO energy (eV): 0.69
Total charge: 0
2S+1: 1

```
24
Properties=species:S:1:pos:R:3:lowdin_charge:R:1
C -3.24 1.32 -0.30 0.0233
C -2.38 0.19 0.20 -0.3517
O -2.23 0.27 1.57 0.0448
N -1.81 -0.72 -0.47 -0.2666
O -1.85 -0.82 -1.70 -0.0384
O -1.04 -1.67 0.36 0.0346
H -2.58 1.83 -1.00 0.0812
H -3.65 1.89 0.69 0.1539
H -3.98 0.83 -0.95 0.0868
H -1.85 -0.46 2.05 0.0988
H -1.47 -2.51 0.20 0.1026
C 2.47 -1.84 0.31 -0.1141
C 2.42 -0.40 -0.24 -0.1873
C 1.36 0.56 0.28 -0.4005
C 1.50 1.87 -0.41 -0.0035
O 0.58 0.24 1.18 0.0677
H 2.85 -2.66 -0.35 0.0917
H 3.10 -1.82 1.24 0.0802
H 1.58 -2.07 0.78 0.0124
H 3.48 -0.11 -0.20 0.1114
H 2.17 -0.59 -1.40 0.1641
H 2.49 2.12 -0.76 0.0934
H 0.88 1.91 -1.25 0.0794
H 1.21 2.62 0.17 0.0357
```



Stability summary: most stable ii, least stable i.



## i
# C2H5FO

An isolated molecule of C2H5FO (ωB97M-V/def2-TZVPD, the OMol25 dataset).

## Properties
Structure (SMILES): OCCF
LUMO energy (eV): 1.04
Total charge: 0
2S+1: 1

```
9
Properties=species:S:1:pos:R:3:lowdin_charge:R:1
O -1.10 -1.32 0.31 -0.0619
C -0.67 -0.17 -0.25 -0.2101
C 1.07 0.15 0.39 -0.0752
F 1.76 -0.80 -0.36 -0.0986
H -0.69 -2.10 -0.09 0.1106
H -1.21 0.75 0.10 0.1062
H -0.66 -0.15 -1.35 0.0986
H 1.54 1.08 0.30 0.0771
H 0.91 -0.16 1.35 0.0532
```



## ii
# C2H5FO

A structure of composition C2H5FO (ωB97M-V/def2-TZVPD, the OMol25 dataset).

## Properties
LUMO energy (eV): 0.98
Total charge: 0
2S+1: 1

```
9
Properties=species:S:1:pos:R:3:lowdin_charge:R:1
C 1.19 0.16 0.09 0.0350
C -0.72 0.04 -0.39 -0.3604
O -1.34 -1.04 0.12 0.0297
F -1.24 1.20 0.11 -0.0101
H 1.30 1.09 0.62 0.0211
H 1.35 -0.72 0.70 0.0239
H 1.72 0.11 -0.84 0.0181
H -0.75 0.07 -1.47 0.1256
H -1.53 -0.91 1.06 0.1170
```



Stability summary: most stable ii, least stable i.



## i
# C3H3Br2N

A cluster of 2 separate species, C3H3Br2N in total (ωB97M-V/def2-TZVPD, the OMol25 dataset).

## Properties
LUMO energy (spin up / spin down) (eV): -3.02 / -3.05
Total charge: 0
2S+1: 1

```
9
Properties=species:S:1:pos:R:3:lowdin_charge:R:1
C -0.42 -1.42 0.12 -0.3539
C 0.52 0.75 -0.42 -0.4928
C -0.25 -0.13 0.49 -0.3544
N -0.44 -2.49 -0.23 0.2361
Br 2.45 0.39 0.16 0.6309
Br -2.73 0.78 0.05 0.1559
H 0.28 0.52 -1.42 0.0698
H 0.51 1.75 -0.26 0.0084
H 0.08 -0.16 1.52 0.1000
```



## ii
# C3H3Br2N

A structure of composition C3H3Br2N (ωB97M-V/def2-TZVPD, the OMol25 dataset).

## Properties
LUMO energy (eV): 0.39
Total charge: 0
2S+1: 1

```
9
Properties=species:S:1:pos:R:3:lowdin_charge:R:1
C 1.01 -0.18 -1.14 -0.3050
C -0.11 -0.34 -0.27 -0.2917
C 0.61 0.18 0.96 -1.1197
N 2.08 0.11 -1.41 0.1742
Br 1.92 -1.07 1.65 0.6649
Br -0.70 0.53 2.40 0.5921
H -0.96 0.28 -0.54 0.1182
H -0.43 -1.38 -0.16 0.1212
H 1.10 1.13 0.79 0.0456
```



Stability summary: most stable ii, least stable i.



## i
# C18H24NO5

A cluster of 2 separate species, C18H24NO5 in total (ωB97M-V/def2-TZVPD, the OMol25 dataset).

## Properties
LUMO energy (eV): 2.72
Total charge: -1
2S+1: 1

```
48
Properties=species:S:1:pos:R:3:lowdin_charge:R:1
C -2.18 4.92 2.02 -0.1310
C -2.37 3.65 1.18 -0.2677
C -1.14 2.77 1.17 -0.2207
C -1.26 1.47 0.33 -0.1830
C -2.23 0.45 0.79 -0.1547
C -3.27 -0.07 -0.09 -0.5033
O -4.30 -0.65 0.18 0.0378
O -2.92 0.17 -1.39 -0.0692
C -3.82 -0.45 -2.32 -0.2580
C -3.23 -0.33 -3.70 -0.0881
C -2.43 0.15 2.20 -0.5149
O -3.36 -0.41 2.75 0.0475
O -1.33 0.56 2.90 -0.0765
C -1.31 -0.05 4.20 -0.2549
C 0.05 0.19 4.79 -0.0853
H -3.09 5.53 1.98 0.0563
H -2.00 4.66 3.07 0.0666
H -1.35 5.52 1.66 0.0620
H -3.23 3.08 1.56 0.1147
H -2.62 3.93 0.15 0.1062
H -0.30 3.33 0.74 0.1040
H -0.87 2.48 2.19 0.0959
H -1.54 1.70 -0.70 0.1090
H -0.25 1.02 0.31 0.0963
H -3.94 -1.51 -2.03 0.1186
H -4.81 0.03 -2.25 0.1212
H -3.85 -0.90 -4.39 0.0653
H -3.22 0.72 -4.03 0.0714
H -2.21 -0.72 -3.73 0.0624
H -2.11 0.39 4.81 0.1215
H -1.49 -1.12 4.08 0.1210
H 0.11 -0.32 5.75 0.0647
H 0.84 -0.21 4.14 0.0742
H 0.24 1.26 4.96 0.0714
C 1.99 -5.35 -2.89 -0.1136
C 1.26 -4.45 -3.69 -0.0957
C 0.51 -3.43 -3.09 -0.0317
C 0.50 -3.30 -1.69 -0.2455
N -0.27 -2.24 -1.14 0.1744
C -0.37 -1.84 0.02 -0.2422
O -0.34 -1.62 1.18 0.1875
C 1.22 -4.20 -0.90 -0.0266
C 1.97 -5.22 -1.50 -0.0966
H 2.57 -6.15 -3.36 0.0931
H 1.26 -4.55 -4.78 0.0973
H -0.07 -2.72 -3.68 0.1061
H 1.20 -4.08 0.19 0.1142
H 2.53 -5.91 -0.87 0.0987
```



## ii
# C18H24NO5

The ion C18H24NO5 with charge -1 (ωB97M-V/def2-TZVPD, the OMol25 dataset).

## Properties
Structure (SMILES): CCCCC(C(=O)OCC)(C(=O)OCC)/C([O-])=N/c1ccccc1
LUMO energy (eV): 3.08
Total charge: -1
2S+1: 1

```
48
Properties=species:S:1:pos:R:3:lowdin_charge:R:1
C -2.36 -3.98 2.53 -0.1232
C -1.29 -2.99 2.14 -0.2648
C -1.58 -2.39 0.78 -0.2238
C -0.50 -1.52 0.12 -0.0650
C -0.28 0.01 0.60 -0.0968
C 1.06 0.23 1.33 -0.4368
O 1.25 0.81 2.37 0.1151
O 2.06 -0.39 0.65 -0.0534
C 3.29 -0.27 1.30 -0.2676
C 4.34 -0.98 0.48 -0.0709
C -1.43 0.50 1.51 -0.4028
O -1.44 1.11 2.56 0.1206
O -2.63 0.18 0.92 -0.0712
C -3.70 1.01 1.39 -0.2376
C -4.91 0.82 0.49 -0.0765
C 0.03 1.16 -0.50 -0.4186
O -0.97 1.92 -0.60 -0.0111
N 1.17 1.11 -1.16 0.1171
C 1.65 1.75 -2.22 -0.2989
C 2.92 1.49 -2.81 -0.0388
C 3.42 2.21 -3.94 -0.1098
C 2.60 3.26 -4.52 -0.1410
C 1.31 3.51 -3.95 -0.1141
C 0.88 2.77 -2.84 -0.0272
H -2.11 -4.45 3.47 0.0608
H -3.33 -3.50 2.65 0.0729
H -2.48 -4.75 1.78 0.0675
H -1.22 -2.20 2.87 0.1117
H -0.30 -3.45 2.09 0.1113
H -1.75 -3.18 0.06 0.1079
H -2.50 -1.82 0.80 0.0980
H 0.50 -1.97 0.19 0.1110
H -0.73 -1.43 -0.93 0.1140
H 3.58 0.79 1.48 0.1339
H 3.14 -0.77 2.27 0.1249
H 5.31 -0.71 0.94 0.0750
H 4.21 -2.07 0.56 0.0742
H 4.31 -0.70 -0.58 0.0659
H -3.91 0.69 2.42 0.1211
H -3.37 2.05 1.35 0.1289
H -5.64 1.58 0.81 0.0733
H -4.64 0.96 -0.58 0.0854
H -5.38 -0.18 0.61 0.0733
H 3.50 0.69 -2.34 0.0733
H 4.41 1.98 -4.38 0.0814
H 2.97 3.84 -5.38 0.0752
H 0.65 4.29 -4.37 0.0864
H -0.08 2.94 -2.41 0.0696
```



Stability summary: most stable i, least stable ii.